[1]
Molecular formula: C22H21AuN2O2S
Method: DFT, the ωB97M-V functional and the def2-TZVPD basis

```
49
Properties=species:S:1:pos:R:3:forces:R:3
Au 2.368493 1.727200 -0.364932 -0.1 0.0 0.0
C 0.613971 -2.645964 1.744619 0.0 0.0 0.0
C -0.015059 -3.279364 0.501198 0.0 0.0 0.0
C -1.119834 -2.414329 -0.059576 0.0 0.0 0.0
C -2.449356 -2.788656 0.110815 0.0 0.0 0.0
C -3.488634 -1.947644 -0.255267 0.0 0.0 0.0
C -3.194392 -0.691579 -0.768460 0.0 0.0 0.0
C -1.882296 -0.275562 -0.949796 0.0 0.0 0.0
C -1.562189 1.108727 -1.447697 0.0 0.0 0.0
C -1.164124 1.154951 -2.922704 0.0 0.0 0.0
C -0.838937 -1.163087 -0.634163 -0.1 0.1 0.0
N 0.473848 -0.717523 -0.803603 0.1 0.0 0.0
C 1.231820 -1.292446 -1.649632 -0.1 0.0 0.0
C 2.611813 -0.965710 -1.885153 0.0 0.0 0.0
C 3.500824 -1.723275 -2.653436 0.0 0.0 0.0
C 4.747905 -1.093320 -2.549704 0.0 0.0 0.0
C 4.544424 0.018623 -1.729360 0.0 0.0 0.0
N 3.263872 0.098979 -1.327723 0.0 0.0 0.0
H 1.403919 -3.282356 2.150350 0.0 0.0 0.0
H -0.140313 -2.494941 2.519554 0.0 0.0 0.0
H 1.048192 -1.672853 1.510929 0.0 0.0 0.1
H -0.436799 -4.257772 0.752014 0.0 0.0 0.0
H 0.765433 -3.456686 -0.239765 0.0 0.0 0.0
H -2.666269 -3.753217 0.560208 0.0 0.0 0.0
H -4.518073 -2.254809 -0.110440 0.0 0.0 0.0
H -3.996433 -0.002728 -1.013489 0.0 0.0 0.0
H -0.740309 1.519828 -0.856580 0.0 0.0 0.0
H -2.432296 1.749087 -1.280046 0.0 0.0 0.0
H -0.265827 0.562020 -3.096096 0.0 0.0 0.0
H -0.938840 2.180564 -3.219563 0.0 0.0 0.0
H -1.965062 0.769446 -3.562314 0.0 0.0 0.0
H 0.848091 -2.113945 -2.275120 0.0 0.0 0.0
H 3.256473 -2.628338 -3.191936 0.0 0.0 0.0
H 5.681381 -1.396699 -3.000299 0.0 0.0 0.0
H 5.258838 0.765756 -1.419317 0.0 0.0 0.0
O 1.865577 2.176766 4.285433 0.0 0.0 0.0
C 1.559850 1.778303 3.138346 -0.1 0.0 0.1
O 2.137278 0.940355 2.418532 0.0 0.0 -0.1
C 0.225612 2.332561 2.610239 0.0 0.0 0.0
C -0.901414 2.040630 3.379763 0.0 0.0 0.0
C -2.172449 2.462659 3.024740 0.0 0.0 0.0
C -2.333389 3.229169 1.877041 0.0 0.0 0.0
C -1.223027 3.542867 1.109616 0.0 0.0 0.0
C 0.062650 3.099664 1.445086 0.0 0.0 0.0
S 1.400585 3.660905 0.409307 0.0 0.0 0.0
H -0.748482 1.475801 4.292554 0.0 0.0 0.0
H -3.027661 2.203881 3.640800 0.0 0.0 0.0
H -3.316589 3.576508 1.575510 0.0 0.0 0.0
H -1.332775 4.137538 0.209519 0.0 0.0 0.0
```
Positions in Å, forces in eV/Å.

As for the charge: -2. Its spin multiplicity is 1. The HOMO energy is -1.3 eV. The value obtained for the total energy is -44760.07152 eV. The value obtained for the energy above the lowest of the compared OMol25 structures with the same formula, charge and spin is 0.2 kcal per mole. The LUMO energy is 4.89 eV.

=====

[2]
Molecular formula: C22H21AuN4O6S2
Method: DFT, the ωB97M-V functional and the def2-TZVPD basis

```
56
Properties=species:S:1:pos:R:3:forces:R:3
Au -0.100167 0.857778 -1.900853 -0.1 -0.1 0.1
C 1.990277 -1.669664 -4.778359 -0.1 0.0 -0.1
C 0.920151 -1.073478 -3.926270 0.1 -0.1 0.1
N 1.029913 0.101710 -3.424901 0.0 0.0 0.2
N 2.102854 0.888060 -3.818156 0.0 -0.1 0.0
C 1.895783 2.145235 -3.621038 0.0 0.0 0.0
N 2.806419 3.044076 -4.046833 -0.1 0.0 -0.1
S 0.450021 2.816074 -2.873675 0.0 0.1 0.0
C -0.294245 -1.870760 -3.638891 -0.1 -0.1 -0.1
C -0.232035 -3.256097 -3.590955 0.0 0.0 0.0
C -1.391952 -3.956465 -3.309177 0.0 0.0 0.0
C -2.565550 -3.253885 -3.111711 0.0 0.0 0.0
C -2.533834 -1.869203 -3.205838 0.0 0.0 0.0
N -1.428543 -1.188739 -3.470853 0.0 0.1 0.0
H 2.622159 -0.902456 -5.208123 0.0 0.0 0.0
H 1.553742 -2.288246 -5.560176 0.0 0.0 0.0
H 2.611581 -2.304593 -4.140171 0.0 0.0 0.0
H 3.648295 2.706652 -4.479351 0.0 0.0 0.0
H 2.767738 3.993475 -3.726721 0.0 0.0 0.0
H 0.706594 -3.773553 -3.726660 0.0 0.0 0.0
H -1.372890 -5.034938 -3.231703 0.0 0.0 0.0
H -3.492066 -3.761449 -2.882445 0.0 0.0 0.0
H -3.432063 -1.281545 -3.057404 0.0 0.0 0.0
C 1.129969 -0.447065 5.559361 0.0 0.0 0.0
C 0.956864 -0.811173 4.110679 0.0 0.0 0.0
C -0.236564 -0.556163 3.446112 0.0 0.0 0.0
C -0.383978 -0.860751 2.101775 0.0 0.0 0.0
C 0.674958 -1.426451 1.411092 0.0 0.0 0.0
C 1.872250 -1.701989 2.056134 0.0 0.0 0.0
C 2.004094 -1.394802 3.399021 0.0 0.0 0.0
S 0.523795 -1.797894 -0.310366 0.1 0.0 0.2
O 0.062075 -3.152955 -0.450175 -0.1 0.0 0.0
O 1.781139 -1.469301 -0.946218 -0.1 0.0 -0.1
O -0.569400 -0.828401 -0.750411 0.1 0.0 -0.5
H 0.199775 -0.073036 5.984818 0.0 0.0 0.0
H 1.887201 0.330650 5.673715 0.0 0.0 0.0
H 1.452219 -1.309128 6.145637 0.0 0.0 0.0
H -1.059169 -0.094340 3.979979 0.0 0.0 0.0
H -1.310090 -0.643072 1.587029 0.0 0.0 0.0
H 2.696775 -2.129164 1.500683 0.0 0.0 0.0
H 2.942076 -1.597876 3.902960 0.0 0.0 0.0
O 0.725632 2.767414 3.063357 0.0 0.0 0.0
C -0.606066 2.837259 2.928492 0.0 0.0 0.0
C -1.352572 3.252814 4.033397 0.0 0.0 0.0
C -2.727731 3.322517 3.955482 0.0 0.0 0.0
C -3.397638 2.980901 2.780649 0.0 0.0 0.0
C -2.665514 2.576168 1.684534 0.0 0.0 0.0
C -1.271535 2.503214 1.736253 0.0 0.0 0.0
C -0.481985 2.047659 0.569710 0.0 0.0 0.0
O -1.180995 1.776198 -0.505303 0.0 0.0 0.1
O 0.740953 1.925516 0.614682 0.0 0.0 0.0
H 1.079429 2.415044 2.213128 0.0 0.0 0.0
H -0.822051 3.510437 4.940498 0.0 0.0 0.0
H -3.291454 3.644656 4.822197 0.0 0.0 0.0
H -4.476478 3.031227 2.730189 0.0 0.0 0.0
H -3.158166 2.303900 0.761178 0.0 0.0 0.0
```
Positions in Å, forces in eV/Å.

Its spin multiplicity is 1. The HOMO energy is -8.4 eV. The value obtained for the total energy is -66763.38984 eV. The value obtained for the energy above the lowest of the compared OMol25 structures with the same formula, charge and spin is 0.0 kcal per mole. The LUMO energy is -1.31 eV.

=====

[3]
Molecular formula: C22H21BrN4O7PTl
Method: DFT, the ωB97M-V functional and the def2-TZVPD basis

```
57
Properties=species:S:1:pos:R:3:forces:R:3
Tl -0.039406 0.388889 0.150594 0.3 -0.2 -0.2
O 0.955427 -3.541154 -2.704913 0.1 0.0 -0.1
C 0.869302 -2.322748 -2.541185 -0.5 -0.1 0.0
N -0.214549 -1.598609 -2.250174 0.2 0.5 0.5
C -1.464874 -1.761427 -2.659376 0.2 -0.2 -0.3
O -1.869800 -2.316494 -3.688592 -0.2 -0.1 0.1
C -2.509188 -1.062173 -1.793146 -0.1 0.1 -0.1
C -3.645464 -1.756695 -1.386887 0.1 -0.1 0.1
C -4.605201 -1.106779 -0.634539 0.1 0.0 0.0
C -4.439337 0.242187 -0.361423 0.0 0.0 0.0
C -3.293863 0.863726 -0.826160 -0.1 0.1 0.0
N -2.339788 0.234120 -1.506879 0.1 -0.3 -0.2
C 2.165875 -1.514568 -2.562767 0.2 0.0 0.0
C 3.375003 -2.200296 -2.664680 0.1 -0.1 0.0
C 4.559373 -1.488508 -2.666850 0.0 0.1 0.0
C 4.508647 -0.103870 -2.577179 0.0 0.0 0.0
C 3.260019 0.492496 -2.494890 0.0 0.0 0.0
N 2.119591 -0.186448 -2.494580 -0.2 0.0 0.1
H -3.737847 -2.805222 -1.634597 0.0 0.0 -0.1
H -5.466460 -1.640484 -0.251450 0.0 0.0 0.0
H -5.163402 0.787918 0.230053 0.0 0.0 0.0
H -3.109845 1.916446 -0.636932 0.0 0.0 0.1
H 3.353149 -3.279060 -2.724277 -0.1 0.0 0.0
H 5.512546 -2.002604 -2.722656 0.0 0.0 0.0
H 5.409612 0.495657 -2.549717 0.0 0.0 0.0
H 3.161856 1.571207 -2.416616 0.1 0.0 0.0
O -0.776617 4.917894 1.572921 0.0 -0.1 0.4
C -0.902813 3.600798 1.232732 -0.7 0.6 -1.0
O -0.723675 3.254093 0.084569 -0.1 -0.1 0.3
C -1.670457 2.817618 2.249983 -0.3 -0.2 0.4
C -2.118411 3.394216 3.434253 0.0 0.1 -0.2
C -2.884361 2.618805 4.287128 0.0 0.0 0.0
C -3.144652 1.300327 3.954517 0.0 0.0 0.1
C -2.617200 0.788297 2.772544 0.1 0.0 0.0
N -1.923050 1.550281 1.932556 0.1 0.2 0.0
C -2.746986 -0.718223 2.453931 0.0 -0.1 0.0
O -3.688790 -1.312051 3.008793 0.0 0.1 0.1
O -1.853172 -1.192915 1.713871 0.1 0.1 -0.1
H -0.198069 5.305874 0.907523 0.1 -0.1 -0.1
H -1.857719 4.414312 3.673176 0.0 0.0 0.0
H -3.266315 3.047902 5.206954 0.0 0.0 0.0
H -3.722767 0.639344 4.585452 0.0 0.0 0.0
C 3.173051 -2.614108 3.388798 -0.3 0.1 -0.2
P 1.647659 -2.060779 2.532920 0.1 -0.3 0.7
C 0.958231 -0.802651 3.631476 0.1 -0.2 -0.3
C 0.462035 -3.431806 2.609322 0.2 0.3 -0.2
O 1.974668 -1.605505 1.161130 0.0 0.1 -0.3
H 2.983994 -2.980743 4.397723 0.0 0.0 0.0
H 3.834046 -1.747708 3.423450 0.0 0.0 0.0
H 3.646019 -3.392122 2.789830 0.0 0.0 0.0
H 0.900955 -1.147078 4.665331 0.0 -0.1 0.0
H -0.039507 -0.576862 3.255937 -0.1 0.1 0.0
H 1.564633 0.100199 3.565963 0.0 0.1 0.0
H 0.328465 -3.783606 3.632905 0.0 0.0 0.0
H 0.784392 -4.247776 1.962609 0.1 0.0 0.0
H -0.477035 -3.020224 2.224975 -0.1 -0.1 0.1
Br 1.323230 2.725008 2.417696 0.8 -0.1 0.4
```
Positions in Å, forces in eV/Å.

As for the charge: -2. Its spin multiplicity is 1. The HOMO energy is -2.5 eV. The value obtained for the total energy is -127478.71499 eV. The value obtained for the energy above the lowest of the compared OMol25 structures with the same formula, charge and spin is 18.4 kcal per mole. The LUMO energy is 4.61 eV.

=====

[4]
Molecular formula: C22H21Cl12NO2
Method: DFT, the ωB97M-V functional and the def2-TZVPD basis

```
58
Properties=species:S:1:pos:R:3:forces:R:3
C 0.287441 -6.054085 1.996149 -0.8 0.3 0.2
Cl 0.755416 -6.403663 0.355528 0.1 0.3 -0.4
Cl -0.705714 -4.492651 2.061685 0.7 -1.5 0.0
Cl -0.570492 -7.460821 2.614791 -1.0 0.0 0.0
Cl 1.656982 -5.928580 3.042604 1.0 0.8 0.3
C -6.225105 0.373282 -2.996072 0.3 -0.9 0.1
Cl -6.694953 -0.609192 -4.452561 -0.1 0.7 0.9
Cl -7.619072 0.673723 -1.894640 0.8 -0.5 -0.6
Cl -4.880125 -0.575822 -2.179858 -1.1 0.6 -0.3
Cl -5.561705 1.904285 -3.486114 0.0 0.2 -0.3
C -4.742685 2.182361 1.040368 -1.1 1.0 0.0
Cl -4.006352 3.043969 2.372074 0.4 0.0 0.5
Cl -4.046764 2.761414 -0.453705 0.5 -0.4 -0.4
Cl -4.631475 0.455399 1.271717 -0.1 0.0 -0.1
Cl -6.478360 2.735705 0.979723 0.3 -0.6 0.2
C -0.038021 4.978485 -3.117517 1.4 -0.8 -1.0
N -1.367999 4.392926 -3.147063 -1.3 0.2 0.3
O -1.473523 3.175504 -3.155857 0.0 0.7 -0.1
O -2.287578 5.192720 -3.064204 0.0 -0.7 -0.2
H 0.400565 4.542813 -2.219777 0.2 0.9 0.2
H -0.040487 6.046669 -3.334481 -0.3 -0.2 0.9
H 0.532173 4.524712 -3.928112 -0.1 -0.2 -0.1
C 1.713065 -0.491452 3.624522 -1.5 -0.2 0.6
C 1.920573 -1.362199 4.692628 0.6 0.1 0.3
C 0.914203 -2.170195 5.189696 -0.2 0.5 -0.4
C -0.325473 -2.181492 4.553610 0.5 -0.5 0.8
C -0.599582 -1.298416 3.544705 0.8 1.5 -0.9
C 0.401908 -0.364418 3.138818 0.8 -1.1 0.1
H 2.513081 0.135388 3.259213 0.0 0.1 0.0
H 2.883808 -1.350810 5.180945 0.2 -0.2 0.0
H 1.007765 -2.754732 6.093005 0.4 -0.2 -0.1
H -0.989506 -2.940756 4.939600 -0.6 0.2 -0.3
H -1.546758 -1.284105 3.025999 -0.2 0.0 0.2
H 0.300701 0.411830 2.394788 -0.8 -0.2 -0.2
C 3.871655 0.328606 -0.180349 0.8 1.2 -0.5
C 3.256937 1.203638 -1.069529 0.6 -0.2 0.0
C 4.029347 1.926771 -2.049301 -2.1 -0.5 1.5
C 5.372481 1.779107 -2.055929 1.8 -1.0 0.6
C 6.011582 0.866406 -1.178590 -0.7 0.3 -0.4
C 5.250165 0.150061 -0.269489 0.3 -0.4 -0.3
H 3.366278 -0.081248 0.681638 -0.4 -0.4 -0.3
H 2.191022 1.193322 -0.895972 -0.3 0.8 -0.7
H 3.596019 2.660106 -2.713266 -0.4 -0.2 -0.1
H 5.993497 2.307664 -2.764001 0.0 0.2 -0.1
H 7.079612 0.734259 -1.269444 0.1 -0.1 0.1
H 5.663490 -0.662734 0.309239 0.5 0.2 0.3
C 0.273013 -1.831660 -0.406109 1.9 -1.5 -1.6
C -0.962928 -1.535167 0.011713 -1.8 0.7 0.0
C -1.739298 -0.658512 -0.755659 -0.6 0.3 -0.5
C -1.342625 -0.176386 -1.990514 2.1 -0.6 0.7
C 0.008846 -0.493671 -2.398272 -1.5 0.6 0.3
C 0.786920 -1.333157 -1.623931 -0.6 0.7 0.4
H 0.792959 -2.678930 0.016015 0.3 0.2 0.6
H -1.414346 -2.038376 0.853976 0.1 0.2 0.2
H -2.725946 -0.344688 -0.448327 -0.1 -0.3 0.3
H -2.042748 0.450099 -2.523191 0.3 0.1 -0.3
H 0.429416 -0.035698 -3.281324 -0.1 -0.1 -0.2
H 1.798701 -1.537607 -1.941591 0.0 -0.2 0.1
```
Positions in Å, forces in eV/Å.

Its spin multiplicity is 1. The HOMO energy is -9.1 eV. The value obtained for the total energy is -179003.47263 eV. The LUMO energy is -0.02 eV.